No. 1
One molecule with the formula C3H2N2. Source: the OMol25 dataset; level of theory: ωB97M-V with the def2-TZVPD basis set.

Geometry as XYZ:
```
7
Properties=species:S:1:pos:R:3:forces:R:3
C -0.74916 0.64050 0.17081 1.1 -4.4 -1.2
C 2.68940 0.35234 0.11105 -4.0 -0.8 -2.0
C 0.28898 0.00740 -0.32322 -7.1 2.1 1.4
N 1.55432 0.14781 -0.30927 8.1 0.3 1.5
N -1.21193 -0.68495 -0.44605 2.8 -1.0 -1.3
H -1.44205 1.15803 0.72728 -0.6 1.8 1.1
H -1.12957 -1.62114 0.06939 -0.3 2.1 0.4
```
Positions in Å, forces in eV/Å.

Calculated values
Spin multiplicity   1
Lowest unoccupied orbital energy   -0.03 eV
Gap between HOMO and LUMO   0.319 hartree

No. 2
One molecule with the formula C3H2N2O. Source: the OMol25 dataset; level of theory: ωB97M-V with the def2-TZVPD basis set.

Geometry as XYZ:
```
8
Properties=species:S:1:pos:R:3:forces:R:3
N -0.76277 2.56326 -1.01678 0.4 -1.6 0.6
C -0.47913 1.50244 -0.64358 0.8 0.7 -0.4
C -0.17156 0.11095 -0.21780 1.5 -0.5 -0.1
O -0.68859 -0.11409 1.01143 -0.4 -0.3 0.1
C 1.36328 -0.74617 0.03984 -1.9 0.2 0.5
N 1.39974 -1.76496 0.61542 1.1 1.1 -1.1
H -0.39483 -0.58184 -1.01780 -0.7 0.0 -0.2
H -0.26614 -0.96959 1.22925 -0.8 0.3 0.6
```
Positions in Å, forces in eV/Å.

Calculated values
Spin multiplicity   1
Lowest unoccupied orbital energy   -1.46 eV
Gap between HOMO and LUMO   0.391 hartree
SMILES string   N#CC(O)C#N

No. 3
One molecule with the formula C3H2N2O. Source: the OMol25 dataset; level of theory: ωB97M-V with the def2-TZVPD basis set.

Geometry as XYZ:
```
8
Properties=species:S:1:pos:R:3:forces:R:3
C -1.22579 -0.07732 0.55089 0.5 1.2 -1.7
C -2.04174 -0.09384 -0.57417 -0.2 1.1 1.6
C 2.17864 0.24148 -0.06226 0.4 -1.1 0.3
N -0.04485 -0.38762 0.03584 -0.8 -2.5 -1.5
N 1.06216 0.21454 0.37813 -0.3 1.9 1.3
O 3.31543 0.19413 -0.26040 0.8 0.5 -0.5
H -1.24851 0.64543 1.35453 -0.6 -0.3 0.6
H -1.99534 -0.73679 -1.42256 0.3 -0.8 -0.2
```
Positions in Å, forces in eV/Å.

Calculated values
Spin multiplicity   1
Lowest unoccupied orbital energy (spin up / spin down)   -1.03 / -0.82 eV
Gap between HOMO and LUMO (spin up / spin down)   0.301 / 0.281 hartree

No. 4
One molecule with the formula C3H2N2O. Source: the OMol25 dataset; level of theory: ωB97M-V with the def2-TZVPD basis set.

Geometry as XYZ:
```
8
Properties=species:S:1:pos:R:3:forces:R:3
C -0.96229 1.08337 -0.04100 -0.1 -4.2 2.1
N -0.69700 -0.18744 0.13439 -1.7 5.9 0.1
C 0.03104 -1.20478 0.19989 1.9 -6.9 -5.1
O -0.30136 -2.48527 -0.24504 2.5 7.3 3.7
C 1.62781 -0.42582 0.12567 -9.5 -6.5 1.4
N 2.57841 0.10675 0.00715 6.8 3.9 -0.8
H -1.08665 1.43454 -1.03493 0.1 0.5 -0.8
H -1.18995 1.67865 0.85388 0.0 0.0 -0.5
```
Positions in Å, forces in eV/Å.

Calculated values
Spin multiplicity   1
Lowest unoccupied orbital energy   -1.77 eV
Gap between HOMO and LUMO   0.321 hartree
SMILES string   C=NC(=O)C#N

No. 5
One molecule with the formula C3H2N2O. Source: the OMol25 dataset; level of theory: ωB97M-V with the def2-TZVPD basis set.

Geometry as XYZ:
```
8
Properties=species:S:1:pos:R:3:forces:R:3
N -0.36195 2.43721 -0.74826 0.3 -1.1 0.2
C -0.22061 1.31104 -0.53145 -0.1 0.9 -0.1
C -0.23165 -0.15186 -0.26303 0.0 0.0 -0.2
O -1.09496 -0.46904 0.79580 0.1 0.0 0.1
C 1.09996 -0.74488 -0.01452 0.8 -0.5 0.3
N 2.03031 -1.34870 0.30851 -0.8 0.7 -0.4
H -0.63187 -0.62447 -1.16392 0.0 0.0 0.0
H -0.58922 -0.40929 1.61687 -0.2 0.0 0.1
```
Positions in Å, forces in eV/Å.

Calculated values
Spin multiplicity   1
Lowest unoccupied orbital energy   0.28 eV
Gap between HOMO and LUMO   0.468 hartree
SMILES string   N#CC(O)C#N

No. 6
One molecule with the formula C3H2N2O2. Source: the OMol25 dataset; level of theory: ωB97M-V with the def2-TZVPD basis set.

Geometry as XYZ:
```
9
Properties=species:S:1:pos:R:3:forces:R:3
O 2.44866 -0.85470 -0.27529 -2.9 3.8 1.5
C 1.69598 0.09630 0.08044 0.3 -4.4 -0.5
C 0.20188 -0.06678 0.42557 -5.2 -1.0 -4.4
C -0.97368 0.74625 -0.07344 2.3 -1.2 2.1
O -2.07581 -0.05797 -0.14370 1.2 2.6 -1.1
N -1.68476 -1.39641 -0.10268 2.1 0.0 1.4
N -0.48171 -1.46371 0.20199 1.1 1.8 0.5
H 1.99458 1.11492 0.19441 0.7 0.9 -0.1
H -1.12514 1.88209 -0.30731 0.2 -2.6 0.7
```
Positions in Å, forces in eV/Å.

Calculated values
Spin multiplicity   1
Lowest unoccupied orbital energy   -0.75 eV
Gap between HOMO and LUMO   0.360 hartree
SMILES string   O=Cc1conn1

No. 7
One molecule with the formula C3H2N2O2. Source: the OMol25 dataset; level of theory: ωB97M-V with the def2-TZVPD basis set.

Geometry as XYZ:
```
9
Properties=species:S:1:pos:R:3:forces:R:3
N -2.59970 0.14544 -0.35740 0.4 0.4 0.2
C -1.39998 0.08698 -0.05068 -2.1 -0.1 0.1
C -0.58286 -0.46371 0.85966 -0.6 -0.1 -0.4
N 0.57691 -0.55029 1.23051 2.0 1.2 -1.7
C 1.37995 0.33661 0.14776 1.0 -1.3 3.6
O 1.52456 1.49792 0.30822 -0.5 -0.3 -0.9
O 2.07258 -0.48063 -0.62931 -0.2 0.3 -0.6
H -2.83953 0.83604 -1.06656 0.2 -0.2 -0.3
H 1.86807 -1.40837 -0.44220 -0.1 0.2 0.1
```
Positions in Å, forces in eV/Å.

Calculated values
Spin multiplicity   1
Lowest unoccupied orbital energy   -0.59 eV
Gap between HOMO and LUMO   0.305 hartree
SMILES string   N=C=C=NC(=O)O

No. 8
One molecule with the formula C3H2N2O2. Source: the OMol25 dataset; level of theory: ωB97M-V with the def2-TZVPD basis set.

Geometry as XYZ:
```
9
Properties=species:S:1:pos:R:3:forces:R:3
O 1.41931 0.27242 -2.50659 -0.9 0.2 0.5
C 1.16024 -0.04931 -1.38363 0.2 0.1 -0.5
C -0.01125 0.16295 -0.42620 0.4 -0.3 0.3
N 0.26380 -0.42114 0.70162 -0.1 0.0 0.2
C -0.82544 -0.15078 1.45653 -0.4 0.2 0.1
N -1.73734 0.55798 0.84967 0.2 -0.2 0.1
O -1.19688 0.77194 -0.41699 0.4 -0.1 -0.3
H 1.82989 -0.64009 -0.74987 0.4 -0.1 -0.2
H -0.90233 -0.50397 2.47545 -0.3 0.2 -0.1
```
Positions in Å, forces in eV/Å.

Calculated values
Spin multiplicity   1
Lowest unoccupied orbital energy   -0.72 eV
Gap between HOMO and LUMO   0.376 hartree
SMILES string   O=Cc1ncno1

No. 9
One molecule with the formula C3H2N2O2. Source: the OMol25 dataset; level of theory: ωB97M-V with the def2-TZVPD basis set.

Geometry as XYZ:
```
9
Properties=species:S:1:pos:R:3:forces:R:3
C 2.10224 -0.23702 0.00863 -2.7 1.9 -0.4
C -0.31081 0.04402 0.02073 1.3 1.0 -0.4
C 0.95934 0.60653 -0.02403 0.1 2.4 0.7
N 2.95868 -0.97016 0.05898 2.5 -1.9 0.1
N -1.37986 0.75874 0.25413 0.3 1.7 0.2
O -2.48551 -1.12876 -0.26674 -0.4 0.4 0.1
O -2.52698 0.11321 0.13346 -0.6 -1.1 -0.2
H -0.46942 -0.95187 -0.23148 0.2 -1.8 -0.1
H 1.15231 1.76531 0.04631 -0.6 -2.5 -0.1
```
Positions in Å, forces in eV/Å.

Calculated values
Spin multiplicity   1
Lowest unoccupied orbital energy (spin up / spin down)   -2.48 / -2.09 eV
Gap between HOMO and LUMO (spin up / spin down)   0.321 / 0.295 hartree

No. 10
One molecule with the formula C3H2N2O2. Source: the OMol25 dataset; level of theory: ωB97M-V with the def2-TZVPD basis set.

Geometry as XYZ:
```
9
Properties=species:S:1:pos:R:3:forces:R:3
O -2.48010 -0.34620 -0.87712 0.3 0.2 0.4
C -1.77541 0.28747 -0.13694 -0.3 -0.2 -0.2
C -0.31617 0.00425 0.00885 0.1 0.0 0.0
N 0.63100 0.87925 0.13775 -0.2 -0.2 0.0
C 1.73634 0.06862 0.14827 0.2 -0.2 0.0
N 1.48250 -1.20618 0.06145 0.2 0.4 0.0
O 0.10938 -1.25385 -0.04019 -0.2 0.0 -0.1
H -2.13658 1.12657 0.47802 0.0 0.1 -0.1
H 2.74904 0.44008 0.21990 -0.1 -0.1 0.0
```
Positions in Å, forces in eV/Å.

Calculated values
Spin multiplicity   1
Lowest unoccupied orbital energy   -0.55 eV
Gap between HOMO and LUMO   0.390 hartree
SMILES string   O=Cc1ncno1

No. 11
One molecule with the formula C3H2N2O2. Source: the OMol25 dataset; level of theory: ωB97M-V with the def2-TZVPD basis set.

Geometry as XYZ:
```
9
Properties=species:S:1:pos:R:3:forces:R:3
N -1.89718 -0.96563 0.09072 2.0 0.8 0.0
C -0.96188 -0.19828 0.06615 -1.2 -2.3 0.2
O 0.93680 -1.05260 0.12173 -1.8 -1.1 0.2
C 1.62491 -0.05452 -0.07790 0.2 0.8 0.0
O 1.15732 1.08519 -0.29505 -0.3 1.1 -0.1
C -0.56598 1.13064 0.00226 -0.3 1.9 -0.4
N -1.22668 2.12218 -0.00723 0.6 -0.7 0.2
H -1.76537 -1.96991 0.13724 -0.1 0.0 0.0
H 2.69806 -0.09706 -0.03792 0.9 -0.4 0.0
```
Positions in Å, forces in eV/Å.

Calculated values
Spin multiplicity   1
Lowest unoccupied orbital energy   -0.59 eV
Gap between HOMO and LUMO   0.329 hartree

No. 12
One molecule with the formula C3H2N2O2. Source: the OMol25 dataset; level of theory: ωB97M-V with the def2-TZVPD basis set.

Geometry as XYZ:
```
9
Properties=species:S:1:pos:R:3:forces:R:3
O 0.02572 2.22732 0.14942 -1.5 -2.5 0.6
C 0.04098 1.01744 0.20206 0.6 0.9 -0.9
N 1.23211 0.33054 0.08482 0.2 -3.4 -0.6
C 1.16577 -0.95134 -0.24806 -0.9 0.4 1.4
N -0.05970 -1.69690 -0.48461 2.1 0.1 -0.1
C -1.11964 -1.11187 -0.11677 2.4 2.0 0.4
O -1.11875 0.14598 0.35438 -0.1 2.0 0.1
H 2.09258 -1.62285 -0.15769 -1.4 1.4 -0.6
H -2.07792 -1.52446 -0.09754 -1.4 -0.8 -0.1
```
Positions in Å, forces in eV/Å.

Calculated values
Spin multiplicity   1
Lowest unoccupied orbital energy   -0.64 eV
Gap between HOMO and LUMO   0.379 hartree
SMILES string   O=c1ncnco1

No. 13
C3H2N2O3 as an isolated structure. Source: the OMol25 dataset; level of theory: ωB97M-V with the def2-TZVPD basis set.

Geometry as XYZ:
```
10
Properties=species:S:1:pos:R:3:forces:R:3
C 0.18608 -0.04708 -0.87970 4.2 0.4 3.1
C -0.46137 0.25011 0.37459 0.6 2.3 5.7
C -1.84222 -0.23814 0.48099 -5.3 -5.7 4.2
H 1.81556 1.26645 0.93660 2.4 -3.8 -2.8
H 2.06986 0.32337 -1.76287 -1.4 -1.0 2.9
N 1.60004 0.10623 -0.76857 -1.0 0.1 -6.7
N -2.66842 -1.01433 0.99349 5.4 5.6 -3.8
O 2.44404 0.40694 0.21937 -2.4 4.1 4.4
O -0.49302 -0.55009 -1.69830 -0.6 -0.7 -3.3
O 0.08628 0.76535 1.40349 -1.9 -1.3 -3.6
```
Positions in Å, forces in eV/Å.

Calculated values
Spin multiplicity   1
Lowest unoccupied orbital energy   -2.12 eV
Gap between HOMO and LUMO   0.288 hartree

No. 14
A 2-piece molecular cluster, C3H2N2O3 overall. Source: the OMol25 dataset; level of theory: ωB97M-V with the def2-TZVPD basis set.

Geometry as XYZ:
```
10
Properties=species:S:1:pos:R:3:forces:R:3
C 0.17379 -0.86090 -0.58461 0.2 0.0 -1.6
C 0.22135 -0.02164 0.47376 -2.1 5.3 6.0
C -0.24959 1.49854 0.44924 3.7 0.1 -6.3
H -0.65292 0.47246 -1.80876 2.9 -4.4 -0.2
H -1.28577 2.21675 1.39852 3.4 -2.0 -3.0
N 0.47837 -2.02042 -0.11074 -0.6 -2.0 -1.7
N 0.44046 -0.68498 1.64905 -1.2 2.5 -3.1
O -0.10418 -0.58972 -1.84623 -2.6 4.0 -0.2
O 0.55146 -1.88587 1.18832 1.7 -3.0 2.1
O 0.42703 1.87577 -0.80855 -5.4 -0.5 8.0
```
Positions in Å, forces in eV/Å.

Calculated values
Spin multiplicity   1
Lowest unoccupied orbital energy   -1.69 eV
Gap between HOMO and LUMO   0.328 hartree

No. 15
One molecule with the formula C3H2N2O3. Source: the OMol25 dataset; level of theory: ωB97M-V with the def2-TZVPD basis set.

Geometry as XYZ:
```
10
Properties=species:S:1:pos:R:3:forces:R:3
O -0.32324 -1.10023 -1.80992 0.0 -3.6 -1.2
C -0.30599 -0.27147 -1.00074 -0.7 3.5 0.5
C -0.36961 1.19052 -1.44331 -0.8 -4.0 -1.4
N -0.27135 1.90780 -0.47668 -0.1 4.2 2.9
O -0.13632 1.15394 0.74361 0.0 2.7 1.7
C -0.22046 -0.10066 0.51964 2.6 -5.0 -1.7
N 0.31979 -1.15887 1.06734 -1.4 1.1 0.4
O 0.76536 -1.06980 2.39585 1.3 -2.1 -1.2
H -0.73140 1.42380 -2.42669 0.6 0.7 -0.3
H 1.27320 -1.97503 2.43092 -1.5 2.6 0.3
```
Positions in Å, forces in eV/Å.

Calculated values
Spin multiplicity   1
Lowest unoccupied orbital energy   -0.76 eV
Gap between HOMO and LUMO   0.335 hartree
SMILES string   O=C1C=NO/C1=N\O

No. 16
One molecule with the formula C3H2N2OS. Source: the OMol25 dataset; level of theory: ωB97M-V with the def2-TZVPD basis set.

Geometry as XYZ:
```
9
Properties=species:S:1:pos:R:3:forces:R:3
O 2.52744 -2.39385 -0.49847 2.2 -2.6 0.2
C 1.85367 -1.50991 -0.25080 -1.4 1.5 -0.4
N 1.10061 -0.60023 -0.41450 -1.6 2.8 -0.6
N 0.25739 0.28194 0.19801 -1.9 -0.5 0.8
C -1.26386 0.21933 0.36708 1.3 -0.7 3.2
C -0.49434 1.43154 0.02114 1.0 -1.1 -0.9
S -0.49923 2.92293 -0.56152 0.1 -0.2 0.3
H -1.50691 -0.13147 1.42894 0.3 1.1 -1.3
H -1.97477 -0.22028 -0.28988 0.0 -0.2 -1.3
```
Positions in Å, forces in eV/Å.

Calculated values
Spin multiplicity   1
Lowest unoccupied orbital energy   -0.20 eV
Gap between HOMO and LUMO   0.327 hartree
SMILES string   O=C=NN1CC1=S

No. 17
One molecule with the formula C3H2N2OS2. Source: the OMol25 dataset; level of theory: ωB97M-V with the def2-TZVPD basis set.

Geometry as XYZ:
```
10
Properties=species:S:1:pos:R:3:forces:R:3
S 3.10896 0.37087 -0.28920 -4.6 -3.0 2.7
C 1.65830 -0.55898 0.42622 2.1 2.5 -3.1
N 0.28862 -0.14163 -0.06606 2.8 -1.3 2.8
N -0.72961 -1.15457 0.02624 2.5 1.0 -1.1
C -1.73033 -0.46204 -0.24497 -5.7 -2.6 -1.0
O -1.68642 0.89113 -0.12383 1.4 -1.4 -1.6
C -0.28924 1.14798 -0.11131 -0.3 -0.8 1.2
S 0.25902 2.63349 0.06126 0.5 0.2 -0.3
H 1.80314 -1.57385 1.04356 -0.9 2.5 -1.5
H -2.68244 -1.15239 -0.72191 2.3 2.9 1.9
```
Positions in Å, forces in eV/Å.

Calculated values
Spin multiplicity   1
Lowest unoccupied orbital energy   -1.49 eV
Gap between HOMO and LUMO   0.273 hartree
SMILES string   S=Cn1ncoc1=S

No. 18
One molecule with the formula C3H2N2OS2. Source: the OMol25 dataset; level of theory: ωB97M-V with the def2-TZVPD basis set.

Geometry as XYZ:
```
10
Properties=species:S:1:pos:R:3:forces:R:3
O -1.37138 -1.07513 -1.20879 0.7 1.7 0.9
C -0.99330 -0.14241 -0.51612 -2.0 -0.5 -0.2
S -2.03567 1.36602 0.03766 2.4 -1.3 0.0
N -0.73808 1.90789 1.11811 -1.5 0.0 -0.4
C 0.27394 1.14548 1.12864 -0.9 -0.1 -0.6
C 0.31010 0.00980 0.19296 0.6 0.4 -0.1
N 1.43142 -0.56341 -0.01205 0.2 -1.9 -0.6
S 1.69343 -1.95539 -1.02962 -1.7 1.6 0.4
H 1.02806 1.35730 1.85098 0.8 0.0 0.2
H 0.40147 -2.05015 -1.56177 1.1 -0.1 0.4
```
Positions in Å, forces in eV/Å.

Calculated values
Spin multiplicity   1
Lowest unoccupied orbital energy   -1.43 eV
Gap between HOMO and LUMO   0.300 hartree
SMILES string   O=C1SN=C/C1=N/S

No. 19
One molecule with the formula C3H2N2S2. Source: the OMol25 dataset; level of theory: ωB97M-V with the def2-TZVPD basis set.

Geometry as XYZ:
```
9
Properties=species:S:1:pos:R:3:forces:R:3
S 2.22830 0.38041 1.48295 -1.3 -1.4 -2.8
C 0.92170 0.04453 0.42139 1.9 1.0 2.4
C -0.31804 0.57048 0.80705 -1.8 0.2 -0.4
C -1.25259 0.20794 -0.13585 0.9 1.1 2.0
N -0.68250 -0.50992 -1.09318 0.5 -0.9 -1.2
N 0.59558 -0.66677 -0.86398 -1.1 -1.1 -2.1
S 1.27548 -1.60672 -2.11969 1.1 1.0 2.0
H -0.46663 1.15744 1.68969 0.0 0.1 0.1
H -2.30128 0.42260 -0.18839 -0.2 0.0 0.0
```
Positions in Å, forces in eV/Å.

Calculated values
Spin multiplicity   1
Lowest unoccupied orbital energy (spin up / spin down)   -3.46 / -3.46 eV
Gap between HOMO and LUMO (spin up / spin down)   0.181 / 0.181 hartree
SMILES string   S=C1C=CN=[N+]1[S-]

No. 20
An isolated ion of composition C3H2N2S3 and charge -2. Source: the OMol25 dataset; level of theory: ωB97M-V with the def2-TZVPD basis set.

Geometry as XYZ:
```
10
Properties=species:S:1:pos:R:3:forces:R:3
S 2.82792 -1.98655 0.08966 1.9 -1.6 -0.1
N 1.48017 -1.10681 0.13504 0.6 -0.9 0.8
C 1.51600 0.09045 -0.27331 0.1 -0.5 -0.3
C 0.24858 0.65609 -0.20730 -3.3 3.8 -1.4
N -0.80991 0.04885 0.09122 1.0 -0.1 0.3
C -2.09918 0.10509 0.34581 0.8 0.1 1.6
S -3.04863 -0.86265 -0.59430 -1.6 -0.7 -1.5
S -2.55430 0.80357 1.84788 -0.2 0.6 0.1
H 2.32977 0.50965 -0.84721 0.4 0.4 0.2
H 0.10959 1.74232 -0.58749 0.4 -1.1 0.5
```
Positions in Å, forces in eV/Å.

Calculated values
Spin multiplicity   1
Lowest unoccupied orbital energy   5.70 eV
Net charge   -2
Gap between HOMO and LUMO   0.208 hartree
SMILES string   S=N/C=C\N=C([S-])[S-]

Q: Which largest force on an atom values were calculated for the entries above? A: 8.22, 1.96, 3.02, 11.55, 1.19, 6.84, 3.96, 1.07, 3.36, 0.52, 2.63, 3.46, 8.85, 9.63, 5.88, 3.56, 6.31, 2.73, 3.35, 5.28, in eV/A.